H8O3S2 | ωB97M-V/def2-TZVPD

ORCA input file:
```
! wB97M-V def2-TZVPD RIJCOSX def2/J DEFGRID3
* xyz 1 2
S -2.50712 0.36606 -0.94203
S -2.57933 0.30652 1.12920
H -1.22381 0.81115 -0.93898
H -3.15833 -0.91783 1.19124
H 1.82099 1.81512 -2.08263
H 1.38308 0.60993 -1.16164
O 1.21728 1.53093 -1.39435
H 1.66066 1.12688 1.48653
H 2.35327 -0.05380 2.11806
O 1.51685 0.41614 2.11680
H 0.46630 -2.13452 -0.98587
H -0.86627 -1.66752 -0.33268
O -0.08358 -2.20906 -0.20366
*
```

relative energy (zero: lowest compared OMol25 entry of this formula, charge and spin)	21.3	kcal/mol
E_HOMO (alpha / beta)	-14.47 / -14.46	eV
E_tot	-1026.53200	a.u.